{
  "formula": "C14H38BrInNO6",
  "method": "wB97M-V/def2-TZVPD",
  "gap_ev": 7.58,
  "total_charge": -1,
  "e_homo_ev": -4.91,
  "species": ["N", "C", "C", "In", "Br", "H", "H", "H", "H", "H", "H", "H", "H", "C", "O", "C", "C", "O", "C", "H", "H", "H", "H", "H", "H", "H", "H", "H", "H", "C", "O", "C", "C", "O", "C", "H", "H", "H", "H", "H", "H", "H", "H", "H", "H", "C", "O", "C", "C", "O", "C", "H", "H", "H", "H", "H", "H", "H", "H", "H", "H"],
  "coordinates": [[-0.31118, 3.37439, -0.41521], [0.12812, 2.39478, -1.42799], [1.13483, 3.00132, -2.40653], [3.20151, 2.50324, -1.85437], [3.70398, 0.45593, -3.42032], [0.48960, 3.95007, -0.17146], [-0.57518, 2.90065, 0.44153], [0.54684, 1.50060, -0.93666], [-0.77788, 2.05575, -1.95381], [1.00203, 4.09097, -2.43055], [0.95450, 2.65139, -3.42683], [3.14471, 1.92561, -0.20201], [4.40166, 3.75246, -2.14047], [-1.08523, -3.21261, -1.81738], [0.18795, -2.96898, -2.36830], [0.63762, -1.62479, -2.19424], [1.62191, -1.48906, -1.05628], [1.03003, -1.83655, 0.19857], [1.35897, -3.13815, 0.62306], [-1.27830, -4.28225, -1.91311], [-1.13462, -2.92773, -0.76157], [-1.86486, -2.65843, -2.35075], [-0.22230, -0.96733, -2.01888], [1.13301, -1.30414, -3.11235], [1.95087, -0.44913, -1.01554], [2.50139, -2.11280, -1.23992], [2.41109, -3.20262, 0.92963], [1.18514, -3.87411, -0.16764], [0.72931, -3.37551, 1.48169], [3.13792, -2.31183, 3.95936], [2.84785, -1.45725, 5.05006], [3.60945, -0.26311, 5.05592], [2.84350, 0.90168, 4.46179], [2.54906, 0.69072, 3.10257], [1.21303, 0.29870, 2.84571], [2.35146, -3.06464, 3.92667], [3.15222, -1.76851, 3.01217], [4.10357, -2.81289, 4.09757], [4.53919, -0.40492, 4.49264], [3.87083, -0.03518, 6.09398], [3.45705, 1.80544, 4.54489], [1.92384, 1.06260, 5.03873], [0.52441, 1.13664, 3.01235], [0.91741, -0.53314, 3.49285], [1.15499, -0.01635, 1.80699], [-4.63710, 2.46296, -2.48714], [-5.53192, 1.52025, -1.92105], [-5.39295, 0.21424, -2.44389], [-4.51935, -0.66883, -1.57615], [-3.18875, -0.20683, -1.53354], [-2.84873, 0.49235, -0.35094], [-4.75131, 3.38695, -1.92387], [-3.59911, 2.13112, -2.42300], [-4.88272, 2.65305, -3.53808], [-4.96835, 0.25269, -3.45446], [-6.39247, -0.22651, -2.51171], [-4.51595, -1.68163, -1.99497], [-4.94224, -0.72166, -0.56553], [-2.74558, -0.19341, 0.49811], [-3.59528, 1.25324, -0.10907], [-1.88951, 0.97112, -0.53127]],
  "lowdin_charge": [-0.019, -0.437, -0.359, 0.145, -0.149, 0.049, 0.041, 0.057, 0.077, 0.022, 0.019, -0.109, -0.146, -0.123, -0.187, -0.190, -0.206, -0.211, -0.126, 0.084, 0.082, 0.077, 0.119, 0.096, 0.066, 0.126, 0.083, 0.083, 0.085, -0.114, -0.192, -0.210, -0.218, -0.190, -0.097, 0.085, 0.081, 0.087, 0.126, 0.120, 0.124, 0.124, 0.086, 0.086, 0.074, -0.101, -0.190, -0.212, -0.215, -0.200, -0.094, 0.090, 0.079, 0.087, 0.126, 0.121, 0.121, 0.126, 0.092, 0.090, 0.058]
}



{
  "formula": "C14H38IN2O6",
  "method": "wB97M-V/def2-TZVPD",
  "gap_ev": [1.49, 7.40],
  "relative_energy_kcal_mol": 0.00,
  "spin_multiplicity": 2,
  "total_charge": -2,
  "e_homo_ev": [3.00, -2.92],
  "species": ["I", "C", "O", "H", "H", "H", "H", "C", "O", "H", "H", "H", "H", "C", "O", "C", "C", "N", "C", "C", "O", "C", "H", "H", "H", "H", "H", "H", "H", "H", "H", "H", "H", "H", "H", "H", "H", "C", "O", "C", "C", "N", "C", "C", "O", "C", "H", "H", "H", "H", "H", "H", "H", "H", "H", "H", "H", "H", "H", "H", "H"],
  "coordinates": [[-28.19542, -19.42911, -6.18727], [-28.02935, -18.85203, -2.36044], [-28.80725, -17.94280, -3.06870], [-28.41099, -19.85953, -2.19493], [-27.05891, -18.87210, -2.85636], [-27.82847, -18.26376, -1.46507], [-28.76500, -18.05056, -4.02170], [-26.31779, -15.67142, -4.25812], [-26.74716, -16.01185, -5.55627], [-26.24757, -14.58940, -4.36949], [-27.13679, -15.88182, -3.57031], [-25.38448, -16.16988, -3.99626], [-26.59088, -16.95451, -5.64884], [-31.64097, -26.40372, -7.37060], [-31.06559, -25.19323, -7.06472], [-29.79314, -25.08984, -7.86625], [-29.20241, -23.66199, -7.80786], [-29.97694, -22.51202, -7.45567], [-30.62627, -21.82941, -8.59823], [-31.70622, -22.68185, -9.20202], [-32.63319, -23.05428, -8.20628], [-33.80740, -23.79864, -8.56855], [-32.45466, -26.69939, -6.70833], [-30.79679, -27.06731, -7.18323], [-32.00013, -26.45655, -8.39837], [-29.98478, -25.35783, -8.90527], [-29.05862, -25.73880, -7.38936], [-28.41735, -23.52487, -8.55148], [-28.59292, -23.76037, -6.90956], [-29.36607, -21.77123, -7.14233], [-29.86753, -21.69057, -9.36839], [-30.92473, -20.81677, -8.32695], [-31.30738, -23.56136, -9.70748], [-32.22812, -22.12095, -9.97734], [-34.13947, -24.38424, -7.71128], [-33.68040, -24.35995, -9.49424], [-34.60865, -23.11570, -8.85084], [-29.27832, -24.80620, -4.26677], [-30.34919, -23.79104, -4.39509], [-30.02821, -22.68250, -3.65174], [-31.10590, -21.59686, -3.61165], [-31.47538, -21.15715, -4.97437], [-32.42575, -20.01009, -4.86893], [-32.58821, -19.24664, -6.24464], [-33.23594, -20.09501, -7.16753], [-33.91334, -19.37393, -8.12402], [-29.23556, -25.31193, -3.30214], [-28.29578, -24.45817, -4.58551], [-29.45267, -25.63324, -4.95503], [-29.11271, -22.19294, -3.98385], [-29.91853, -22.91284, -2.59202], [-30.64450, -20.75427, -3.09663], [-31.93079, -22.11410, -3.12162], [-30.66262, -20.69732, -5.35918], [-32.19843, -19.35073, -4.03127], [-33.38026, -20.46940, -4.61196], [-31.69722, -18.83830, -6.72160], [-33.19202, -18.37577, -5.98948], [-34.12259, -20.14299, -8.86757], [-33.25955, -18.63250, -8.58331], [-34.76458, -18.79759, -7.76162]],
  "lowdin_charge": [-0.115, -0.220, -0.206, 0.064, 0.056, 0.069, -0.097, -0.181, -0.174, 0.069, 0.062, 0.076, -0.031, -0.393, -0.239, -0.213, -0.229, -0.045, -0.195, -0.253, -0.211, -0.219, 0.044, 0.030, 0.027, 0.076, 0.080, 0.105, 0.091, -0.048, 0.102, 0.097, 0.099, 0.101, 0.066, 0.036, 0.045, -0.108, -0.156, -0.305, -0.206, -0.033, -0.182, -0.208, -0.197, -0.171, 0.066, 0.073, 0.057, 0.101, 0.106, 0.099, 0.116, -0.016, 0.095, 0.106, 0.097, 0.100, 0.085, 0.078, 0.076]
}



{
  "formula": "C14H39BBaF3N2O19P3",
  "method": "wB97M-V/def2-TZVPD",
  "gap_ev": 2.17,
  "relative_energy_kcal_mol": 2.53,
  "e_homo_ev": -6.49,
  "species": ["Ba", "B", "H", "H", "H", "H", "N", "O", "O", "O", "C", "N", "O", "O", "H", "H", "H", "C", "O", "P", "O", "O", "C", "O", "C", "H", "H", "H", "H", "H", "H", "H", "H", "H", "C", "O", "P", "O", "O", "C", "O", "C", "H", "H", "H", "H", "H", "H", "H", "H", "H", "C", "O", "P", "O", "O", "C", "O", "C", "H", "H", "H", "H", "H", "H", "H", "H", "H", "C", "C", "O", "C", "O", "C", "F", "F", "F", "H", "H", "H", "H", "H"],
  "coordinates": [[-6.52151, 1.71366, -2.78640], [-6.73780, -2.93383, -1.70777], [-6.88377, -3.97007, -1.44483], [-6.80970, -2.27874, -0.85341], [-5.73412, -2.84567, -2.09390], [-7.39020, -2.63449, -2.51338], [-0.81075, 0.44066, 0.32651], [-0.91154, -0.07252, 1.39558], [-1.82465, 0.82062, -0.30839], [0.27793, 0.62706, -0.20833], [4.52116, 4.73678, 0.92138], [3.07623, 5.14105, 0.95875], [2.66608, 5.53786, -0.09433], [2.49048, 5.17656, 1.95098], [4.47128, 3.65807, 1.06968], [5.03164, 5.13380, 1.79881], [4.98421, 4.88314, -0.05446], [-6.93186, -0.42114, 4.71724], [-7.76564, 0.62018, 5.07454], [-7.66661, 2.05103, 4.26442], [-7.48224, 2.04564, 2.81085], [-6.49738, 2.91499, 5.08636], [-5.25712, 2.98733, 4.57029], [-9.02869, 2.81415, 4.70887], [-10.19665, 2.19336, 4.28648], [-6.31476, -0.70038, 5.57124], [-6.08157, -0.02439, 4.16257], [-7.49657, -1.31699, 4.45902], [-4.68638, 2.05912, 4.59812], [-4.65016, 3.75534, 5.04972], [-5.19367, 3.29443, 3.52637], [-10.01544, 1.35359, 3.61562], [-10.81858, 2.96228, 3.82814], [-10.71113, 1.65108, 5.07980], [0.53257, 4.49241, -5.74295], [-0.06335, 5.57232, -6.41433], [-1.58384, 6.10272, -6.16182], [-2.50482, 5.29854, -5.37514], [-2.16221, 6.22567, -7.71859], [-3.45457, 6.84330, -7.88200], [-1.27729, 7.61051, -5.58881], [-0.41458, 8.56956, -6.24903], [1.13115, 4.03110, -6.52844], [-0.27607, 3.81976, -5.45703], [1.15641, 4.80377, -4.90511], [-3.32006, 7.69457, -8.54934], [-3.97392, 7.31748, -7.04921], [-4.07082, 6.01743, -8.23735], [0.08564, 8.00218, -7.03387], [0.35902, 8.95002, -5.58203], [-1.01078, 9.35613, -6.71158], [2.41132, -5.87804, 5.34757], [2.80100, -6.94275, 4.43176], [4.14557, -7.92597, 4.66073], [5.45375, -7.33605, 4.53988], [3.81063, -8.49835, 6.10573], [4.21315, -7.68231, 7.28886], [3.83705, -9.19844, 3.74357], [2.82221, -10.19200, 3.96040], [1.42782, -5.55192, 5.00921], [2.98553, -4.96961, 5.16555], [2.42666, -6.17271, 6.39687], [4.84838, -6.80929, 7.13913], [4.75701, -8.55169, 7.65830], [3.43022, -7.51284, 8.02804], [3.22625, -11.19140, 4.12181], [2.13934, -10.08555, 3.11751], [2.21715, -9.90739, 4.82121], [6.34550, -2.89307, -2.34802], [6.50473, -1.52968, -3.03928], [7.85466, -1.47037, -3.49191], [8.11896, -1.64377, -4.72520], [7.23301, -1.71886, -5.57554], [9.59925, -1.64498, -5.05850], [9.86609, -0.44481, -5.55614], [10.39543, -1.93119, -4.04254], [9.94050, -2.41956, -6.02598], [5.33143, -3.15235, -2.04382], [6.86185, -2.91669, -1.38838], [6.67989, -3.76614, -2.90841], [6.41333, -0.80939, -2.22631], [5.64949, -1.33348, -3.68594]],
  "lowdin_charge": [1.778, -0.441, -0.089, -0.118, -0.110, -0.128, -0.703, -0.012, -0.126, -0.057, 0.044, -0.504, 0.056, 0.116, 0.098, 0.096, 0.095, -0.131, -0.217, 0.517, -0.243, -0.194, -0.196, -0.203, -0.150, 0.089, 0.088, 0.104, 0.092, 0.095, 0.084, 0.080, 0.097, 0.092, -0.093, -0.241, 0.474, -0.244, -0.241, -0.118, -0.243, -0.077, 0.093, 0.084, 0.098, 0.087, 0.082, 0.088, 0.076, 0.092, 0.087, -0.086, -0.247, 0.400, -0.212, -0.255, -0.069, -0.215, -0.081, 0.087, 0.088, 0.065, 0.093, 0.089, 0.082, 0.092, 0.092, 0.078, -0.060, -0.174, 0.061, -0.407, 0.133, -0.622, 0.176, 0.189, 0.214, 0.080, 0.076, 0.081, 0.125, 0.128]
}